Record 1
A structure of composition C52H50As2N2SSbTl in a non-equilibrium geometry. Source: the OMol25 dataset; level of theory: the ωB97M-V functional and the def2-TZVPD basis.

Last column: Löwdin charge in e.
Positions of all 109 atoms, in Å:
Tl 1.6936 -0.1285 -2.0387  0.72
C 2.5172 -2.1718 1.3995  -0.42
C 2.1632 -0.6900 1.5035  -0.39
As 0.5503 -0.4004 2.6017  1.50
C 1.3004 -0.9167 4.3263  -0.38
C 0.9259 -2.1114 4.9327  -0.11
C 1.5307 -2.5103 6.1150  -0.06
C 2.5022 -1.7100 6.6984  -0.04
C 2.8747 -0.5167 6.0934  -0.05
C 2.2792 -0.1160 4.9092  -0.10
C 0.4711 1.5213 2.7308  -0.39
C -0.0235 2.0759 3.9166  -0.10
C -0.2120 3.4407 4.0203  -0.04
C 0.0672 4.2612 2.9320  -0.03
C 0.5331 3.7150 1.7405  -0.04
C 0.7163 2.3482 1.6336  -0.11
As 1.8604 -3.1128 -0.2249  1.29
C 1.5875 -4.9453 0.4382  -0.39
C 1.3715 -5.2527 1.7766  -0.12
C 1.0304 -6.5434 2.1500  -0.07
C 0.9152 -7.5390 1.1917  -0.06
C 1.1283 -7.2366 -0.1447  -0.07
C 1.4622 -5.9451 -0.5215  -0.12
C -0.0780 -2.7222 -0.1764  -0.41
C -0.8503 -2.8658 0.9771  -0.15
C -2.2317 -2.7190 0.9315  -0.06
C -2.8613 -2.4318 -0.2689  -0.07
C -2.1102 -2.3147 -1.4317  -0.09
C -0.7288 -2.4711 -1.3814  -0.19
H 2.1872 -2.6852 2.3052  0.03
H 3.6029 -2.2833 1.3626  0.08
H 2.0195 -0.2284 0.5280  -0.05
H 2.9688 -0.1330 1.9879  0.10
H 0.1517 -2.7289 4.4900  0.10
H 1.2353 -3.4403 6.5805  0.12
H 2.9627 -2.0091 7.6298  0.12
H 3.6307 0.1100 6.5464  0.12
H 2.5725 0.8185 4.4455  0.11
H -0.2489 1.4307 4.7580  0.11
H -0.5900 3.8659 4.9397  0.12
H -0.0861 5.3289 3.0122  0.12
H 0.7456 4.3609 0.8990  0.12
H 1.0711 1.9305 0.6943  0.04
H 1.4679 -4.4932 2.5430  0.07
H 0.8577 -6.7745 3.1925  0.11
H 0.6731 -8.5493 1.4905  0.11
H 1.0385 -8.0106 -0.8941  0.11
H 1.6235 -5.7058 -1.5671  0.10
H -0.3815 -3.1544 1.9131  0.07
H -2.8190 -2.8631 1.8292  0.12
H -3.9379 -2.3378 -0.3125  0.12
H -2.6008 -2.1385 -2.3816  0.11
H -0.1534 -2.4822 -2.3020  0.06
C -3.0566 1.2715 1.5211  -0.06
C -4.0680 0.9417 0.4631  -0.32
C -5.3998 0.7453 0.8271  -0.03
C -6.3630 0.4145 -0.1112  -0.04
C -6.0095 0.2531 -1.4449  -0.05
C -4.6945 0.4469 -1.8293  -0.12
C -3.7431 0.8263 -0.8868  -0.33
Sb -1.7778 1.2586 -1.6399  1.67
C -2.0185 1.0289 -3.7836  -0.32
C -1.2469 0.0373 -4.3852  -0.17
C -1.3629 -0.2272 -5.7374  -0.06
C -2.2516 0.5202 -6.4975  -0.04
C -3.0026 1.5148 -5.8995  -0.02
C -2.9077 1.7990 -4.5351  -0.30
C -3.7487 2.9157 -3.9824  -0.04
C -1.6564 3.3857 -1.3629  -0.32
C -2.6580 4.0186 -0.6353  -0.12
C -2.6569 5.3988 -0.5252  -0.06
C -1.6577 6.1366 -1.1443  -0.04
C -0.6600 5.4949 -1.8648  -0.02
C -0.6270 4.1077 -1.9715  -0.30
C 0.4780 3.4282 -2.7323  -0.07
H -3.1127 0.5569 2.3442  0.09
H -3.2294 2.2657 1.9369  0.10
H -2.0444 1.2437 1.1175  0.02
H -5.6723 0.8516 1.8699  0.13
H -7.3906 0.2685 0.1928  0.12
H -6.7510 -0.0186 -2.1836  0.12
H -4.4112 0.3040 -2.8655  0.10
H -0.5442 -0.5354 -3.7912  0.00
H -0.7691 -1.0054 -6.1962  0.12
H -2.3510 0.3317 -7.5575  0.12
H -3.6945 2.0984 -6.4936  0.13
H -4.7734 2.8366 -4.3444  0.10
H -3.3554 3.8751 -4.3236  0.10
H -3.7681 2.9232 -2.8961  0.04
H -3.4618 3.4469 -0.1891  0.09
H -3.4330 5.8969 0.0397  0.12
H -1.6535 7.2153 -1.0648  0.12
H 0.1122 6.0764 -2.3518  0.12
H 1.1797 4.1560 -3.1331  0.10
H 0.0713 2.8516 -3.5675  0.08
H 1.0410 2.7615 -2.0721  -0.03
C 8.1389 0.4157 -1.0964  -0.01
C 6.7033 0.0375 -1.2228  -0.30
C 6.2819 -1.2590 -1.5491  0.00
C 4.9235 -1.4539 -1.6768  -0.14
N 4.0353 -0.4800 -1.4874  -0.14
C 4.5159 0.7411 -1.1289  -0.88
S 3.3469 1.9670 -0.8533  0.55
N 5.8104 0.9963 -1.0029  0.11
H 8.7961 -0.3728 -1.4547  0.08
H 8.3594 0.6187 -0.0473  0.10
H 8.3292 1.3354 -1.6470  0.09
H 6.9795 -2.0662 -1.7109  0.12
H 4.5043 -2.4156 -1.9564  0.10

The value obtained for the HOMO-LUMO gap (spin up / spin down) is 3.9860 / 3.7225 eV. The multiplicity is 1. The charge is +2.


Record 2
A structure of composition C6H7Li2O7 in a non-equilibrium geometry. Source: the OMol25 dataset; level of theory: the ωB97M-V functional and the def2-TZVPD basis.

Last column: natural (NBO) charge in e.
Positions of all 22 atoms, in Å:
Li 2.1684 -1.4749 3.9702  0.95
Li -1.0325 1.8961 2.6451  0.97
C 1.1863 -0.1651 -2.3701  -0.57
C 1.4261 -0.8568 -1.1372  0.42
C 1.4611 -2.4490 -1.1343  0.43
O 1.8720 -3.1518 -0.1609  -0.73
C 1.0271 -3.1285 -2.4037  -0.52
C 0.6958 -2.4469 -3.5091  0.37
C 0.8832 -0.8707 -3.5250  0.42
O 0.7637 -0.1546 -4.5988  -0.71
O 0.4002 -3.1933 -4.5025  -0.71
O 1.5427 -0.3069 -0.0658  -0.75
H 1.3225 0.8925 -2.5412  0.20
H 1.0301 -4.2079 -2.4393  0.19
O -0.5522 0.0923 5.3892  -1.38
H -1.4928 0.0524 5.6504  0.41
O -0.3719 5.1840 3.0633  -0.96
H 0.0297 5.5914 3.8308  0.48
H -0.4456 5.8940 2.4256  0.48
O -3.8882 1.1637 0.7763  -0.96
H -4.0062 1.4247 -0.1371  0.48
H -4.0197 0.2155 0.7738  0.48

The value obtained for the HOMO-LUMO gap is 2.1965 eV. The multiplicity is 1. The charge is -1.


Calculated total energy across the listed records, respectively: -7402.8846, -774.4381 hartree.
ΔE to the lowest compared entry with this formula, charge and spin across the listed records, respectively: 51.2, 0.0 kJ/mol.